This record from the OMol25 dataset describes 7 unconnected molecules or ions with the total composition C19H52O17S7 in a non-equilibrium geometry. The level of theory is wB97M-V/def2-TZVPD.

Values from the calculation:
Max |F|   5.3 eV/Å
Energy above the lowest of the compared OMol25 structures with the same formula, charge and spin   346.1 kJ/mol
E_LUMO   0.09 eV
Energy   -4821.25409 hartree
Orbital gap   9.003 eV
M   777.077 u

Geometry as XYZ:
```
95
Properties=species:S:1:pos:R:3:forces:R:3:lowdin_charge:R:1
S -14.718 4.600 2.800 3.230 0.253 2.938 0.6380
S -3.097 3.745 9.843 1.322 -0.752 0.091 0.6891
S -14.401 -3.521 11.713 3.860 0.742 -0.397 0.6368
S -10.595 1.478 7.481 -1.409 -1.244 0.947 0.8252
S -14.832 8.242 9.271 0.063 0.707 0.183 0.6666
S -7.452 -0.911 14.751 -0.825 1.948 -1.695 0.8451
S -5.699 2.710 1.579 -1.541 -1.269 1.164 0.6722
O -15.854 3.994 2.210 -0.567 -0.151 -0.524 -0.2650
O -14.254 4.204 4.148 -1.433 1.110 -2.556 -0.3143
O -1.811 3.245 9.312 -3.019 0.923 1.072 -0.3060
O -8.014 -1.408 13.432 0.729 0.225 1.407 -0.5883
O -15.445 -2.804 11.078 -0.825 0.036 -0.254 -0.2834
O -11.666 0.595 8.156 1.510 1.203 -1.175 -0.5949
O -5.293 1.791 2.902 -0.298 0.434 -1.440 -0.2903
O -13.668 7.098 9.208 -0.772 2.075 0.676 -0.2724
O -14.905 6.218 2.838 1.306 -2.393 2.279 -0.2781
O -7.139 3.005 1.781 3.404 -0.523 -0.630 -0.3178
O -13.504 -4.320 10.550 -0.829 0.405 0.905 -0.2895
O -3.551 4.926 8.872 4.035 -1.732 0.296 -0.2468
O -15.617 8.080 10.500 1.230 0.284 -1.704 -0.3146
O -4.689 3.722 1.433 -0.636 -0.156 -0.053 -0.2938
O -14.626 -4.416 12.814 0.161 0.342 -1.129 -0.2783
O -4.286 2.899 9.970 2.036 1.030 0.463 -0.2987
O -14.182 9.526 8.960 -1.153 -2.614 0.529 -0.3061
C -6.237 0.463 14.276 -0.151 -0.210 0.152 -0.2542
C -13.084 -2.253 12.183 -0.621 -0.792 0.192 -0.0974
C -13.197 5.258 10.650 0.834 -0.396 0.907 -0.0716
C -4.555 6.962 8.417 0.496 0.579 0.172 -0.0589
C -3.882 1.511 3.143 0.130 0.036 0.886 -0.2582
C -13.130 -3.630 9.309 -1.401 0.070 -0.610 -0.2562
C -15.266 6.919 1.695 -1.644 -0.534 -0.089 -0.3057
C -8.709 0.344 15.308 0.487 -0.265 0.096 -0.2647
C -13.396 -4.600 8.145 0.715 -0.394 0.984 -0.0686
C -5.483 1.445 0.229 -1.098 1.650 1.095 -0.0834
C -2.653 4.732 11.413 -0.422 -0.382 -1.226 -0.0757
C -15.849 7.637 7.846 1.545 1.022 1.523 -0.0861
C -14.065 5.776 9.583 -0.628 -0.814 -1.180 -0.3191
C -13.217 4.436 1.771 -0.961 0.582 -0.185 -0.1094
C -4.704 5.569 9.043 -4.168 3.010 -1.267 -0.3634
C -10.094 0.677 5.905 0.498 0.629 0.457 -0.2551
C -15.683 8.273 2.188 0.646 1.536 -1.547 -0.0611
C -9.135 1.190 8.522 0.304 -0.658 -0.328 -0.2694
C -3.853 0.353 4.144 -0.292 -0.501 -0.055 -0.0664
H -13.155 -4.216 7.154 -0.008 0.358 0.207 0.0770
H -12.111 -3.250 9.378 -0.026 -0.231 0.102 0.1180
H -3.330 1.189 2.260 -0.272 0.242 -0.340 0.1057
H -15.070 7.432 7.112 -0.441 -0.136 -0.242 0.0690
H -14.445 -4.894 8.187 0.097 -0.054 -0.093 0.0813
H -2.438 4.054 12.239 -0.354 -0.037 -0.191 0.0639
H -13.952 5.278 8.620 -0.220 -0.731 0.262 0.1297
H -8.849 1.008 14.456 -0.154 -0.160 -0.006 0.0460
H -2.922 0.082 4.642 0.410 0.822 -0.248 0.0791
H -9.281 1.648 9.501 -0.210 0.193 -0.259 0.0481
H -12.758 -5.465 8.322 -0.201 -0.296 -0.221 0.0729
H -6.464 0.972 0.195 0.361 -0.506 0.157 0.0627
H -4.580 0.474 4.947 -0.120 0.130 -0.180 0.0785
H -14.815 8.927 2.270 0.169 -0.134 0.781 0.0801
H -8.192 1.511 8.080 -0.157 0.312 -0.118 0.0494
H -14.445 6.855 0.981 -0.152 0.559 -0.265 0.1229
H -13.552 4.498 0.736 0.186 -0.390 -0.057 0.0618
H -16.327 8.319 3.066 0.244 -0.419 -0.107 0.0921
H -1.769 5.338 11.214 0.096 -0.409 -0.448 0.0643
H -5.482 5.094 8.445 -0.210 -0.429 0.238 0.1246
H -12.693 3.515 2.028 -0.357 0.034 -0.107 0.0705
H -4.631 0.834 0.529 -0.241 -0.001 -0.443 0.0547
H -6.631 1.129 13.508 -0.400 -0.730 -0.521 0.0477
H -13.358 5.886 11.526 0.537 0.182 0.033 0.0903
H -9.063 0.114 8.680 -0.144 -0.084 -0.026 0.0522
H -5.426 7.608 8.526 -0.336 -0.427 -0.032 0.0798
H -16.178 8.780 1.360 -0.541 -0.100 -0.039 0.0792
H -9.864 -0.380 6.038 -0.314 0.046 -0.036 0.0566
H -10.839 0.914 5.146 -0.358 -0.424 0.357 0.0451
H -15.090 5.697 9.943 -0.175 0.435 -0.326 0.1141
H -9.211 1.203 5.542 0.285 0.003 0.224 0.0430
H -5.324 -0.030 13.943 -0.089 0.121 -0.031 0.0379
H -16.327 6.752 8.267 -0.295 0.206 -0.519 0.0621
H -16.464 8.499 7.588 -0.282 -0.469 -0.100 0.0682
H -12.162 5.207 10.312 0.106 0.326 0.328 0.0848
H -3.446 2.441 3.507 0.133 -0.163 0.066 0.1168
H -13.822 -2.812 9.107 0.155 0.375 0.565 0.1078
H -3.446 5.454 11.605 -0.259 -0.457 0.209 0.0492
H -13.468 -1.727 13.057 -0.124 0.108 -0.201 0.0572
H -12.129 -2.700 12.463 -0.316 -0.570 0.035 0.0639
H -6.018 1.211 15.038 0.090 -0.641 0.753 0.0420
H -12.847 -1.577 11.362 -0.611 -0.050 -0.106 0.0575
H -12.568 5.293 1.950 -0.112 -0.071 0.320 0.0703
H -9.644 -0.125 15.614 0.157 -0.184 -0.222 0.0453
H -13.445 4.255 10.997 -0.331 -0.119 -0.408 0.0873
H -4.287 6.917 7.362 -0.096 -0.189 0.007 0.0811
H -16.153 6.389 1.348 -0.003 0.138 -0.815 0.1178
H -3.765 7.533 8.906 0.263 -0.158 0.119 0.0747
H -4.071 -0.567 3.601 -0.480 -0.019 -0.012 0.0736
H -5.397 2.032 -0.685 0.522 -0.178 0.059 0.0662
H -8.325 0.925 16.147 0.137 -0.102 0.043 0.0437
H -5.132 5.726 10.033 0.597 -0.574 0.487 0.1221
```
Positions in Å, forces in eV/Å.

=====

This record from the OMol25 dataset describes a gas-phase ion, C4H6NO3 (charge -1) in a non-equilibrium geometry. The level of theory is wB97M-V/def2-TZVPD.

Values from the calculation:
Max |F|   4.7 eV/Å
Charge   -1
Energy above the lowest of the compared OMol25 structures with the same formula, charge and spin   366.3 kJ/mol
E_LUMO   4.19 eV
Energy   -436.45967 hartree
Orbital gap   7.345 eV
M   116.096 u

Geometry as XYZ:
```
14
Properties=species:S:1:pos:R:3:forces:R:3:nbo_charge:R:1
O -0.684 0.480 1.927 0.128 0.143 -2.087 -0.6177
O 1.981 0.250 1.007 0.963 1.696 -0.310 -0.7948
O 1.145 1.583 -0.847 -0.165 -3.424 1.431 -0.8920
N -0.168 -1.626 -0.539 0.261 -0.854 0.147 -0.6797
C 0.958 0.450 -0.071 -1.716 4.220 1.139 0.3870
C -1.822 0.539 -0.128 0.406 1.917 -1.347 -0.7389
C -0.595 0.479 0.689 2.256 -0.067 2.922 0.5716
C 0.900 -0.940 -0.491 0.474 -1.641 -1.905 0.1431
H 1.877 -1.362 -0.693 0.380 -0.352 -0.199 0.1395
H -1.670 1.447 -0.754 -0.324 -0.483 0.093 0.2359
H -2.004 -0.295 -0.762 0.281 -0.550 -0.468 0.2469
H 2.717 0.942 0.893 -2.112 -1.261 -0.189 0.4769
H 0.027 -2.615 -0.724 0.146 0.347 -0.169 0.3240
H -2.664 0.669 0.493 -0.979 0.310 0.943 0.1983
```
Positions in Å, forces in eV/Å.

=====

This record from the OMol25 dataset describes a single C4H5ClS molecule in a non-equilibrium geometry. The level of theory is wB97M-V/def2-TZVPD.

Values from the calculation:
Max |F|   3.8 eV/Å
Energy above the lowest of the compared OMol25 structures with the same formula, charge and spin   218.6 kJ/mol
E_LUMO   0.56 eV
Energy   -1013.69650 hartree
Orbital gap   9.950 eV
M   120.604 u

Geometry as XYZ:
```
11
Properties=species:S:1:pos:R:3:forces:R:3:nbo_charge:R:1
Cl 2.262 -0.395 -0.791 0.761 0.416 -1.292 -0.0159
S -1.413 -1.191 -0.825 -0.800 -0.867 -1.353 0.0003
C 1.002 -0.726 0.336 2.354 0.455 2.541 -0.4014
C -0.489 2.348 -0.554 -0.001 1.258 -0.581 -0.1895
C -0.295 -0.151 0.127 -3.755 -0.379 0.630 -0.4458
C -0.424 1.206 -0.294 0.681 -1.594 0.358 -0.0107
H 1.332 -0.295 1.292 0.307 -0.071 -0.132 0.2188
H -0.906 -0.187 1.050 0.970 0.126 0.252 0.2663
H -0.468 3.301 -0.949 -0.131 1.404 -0.310 0.2302
H 1.034 -1.771 0.493 -0.598 -1.096 0.013 0.2316
H -1.635 -2.140 0.115 0.211 0.346 -0.127 0.1162
```
Positions in Å, forces in eV/Å.

=====

This record from the OMol25 dataset describes 2 unconnected molecules or ions with the total composition C10H15BNO12P2S in a non-equilibrium geometry. The level of theory is wB97M-V/def2-TZVPD.

Values from the calculation:
Max |F|   2.9 eV/Å
Charge   -1
E_LUMO   2.16 eV
Energy   -2453.72251 hartree
Orbital gap   9.431 eV
M   446.052 u

Geometry as XYZ:
```
42
Properties=species:S:1:pos:R:3:forces:R:3:nbo_charge:R:1
S 1.608 -3.155 -2.210 1.255 -1.963 -1.422 2.2843
P -1.656 -1.507 -0.487 0.719 0.327 2.133 1.2872
P 0.750 1.045 -0.877 -0.890 2.228 -1.649 1.4880
O 0.946 2.112 -1.945 0.262 -1.346 1.125 -1.1063
O -0.956 2.717 2.187 -0.036 -0.112 0.534 -0.6463
O -2.224 4.643 2.976 -0.390 -0.410 -0.181 -0.6463
O -0.271 1.447 5.318 0.118 -0.023 -0.165 -0.5538
O -0.007 -3.514 -2.424 1.408 0.780 0.554 -0.6899
O -3.380 2.660 2.426 0.157 0.532 0.065 -0.6469
O -3.818 6.079 2.322 -0.126 -0.149 -0.049 -0.5512
O 0.875 1.514 2.645 0.075 -0.039 0.141 -0.5743
O -5.242 3.635 1.643 0.066 0.168 0.027 -0.5557
O -1.891 2.662 4.355 0.373 -0.083 -0.480 -0.6436
O 2.208 -4.360 -1.628 -1.403 2.069 -0.514 -0.9058
O 2.115 -2.740 -3.531 -1.028 -0.164 2.214 -0.9325
N -1.012 -0.916 0.844 -0.104 -0.294 -1.064 -1.3251
C -0.690 -2.380 -2.978 -0.624 0.730 0.007 -0.0925
C 3.002 -1.358 -0.540 0.606 -1.281 -0.185 -0.4134
C 1.569 -1.743 -1.020 0.073 0.253 -0.258 -0.4288
C -4.143 3.705 2.121 -0.957 -1.568 -0.453 0.6670
C -0.744 1.991 4.359 -0.742 -0.079 1.760 0.6683
C 4.177 -1.912 -1.395 0.542 0.882 0.492 -0.6312
C 0.762 -0.614 -1.734 0.132 -1.339 0.710 -0.5818
C -0.156 2.026 2.989 0.682 0.000 -1.786 0.6796
C -3.413 4.959 2.470 0.909 1.635 0.426 0.6664
C -0.665 -1.151 -2.024 -0.353 0.221 -0.810 -0.5753
B -2.114 3.171 2.987 -0.077 0.045 0.017 1.1442
H -2.940 -0.944 -0.713 0.237 -0.389 -0.493 -0.0394
H -1.743 -2.662 -3.127 0.327 -0.275 0.120 0.2034
H -1.828 -2.920 -0.337 -0.242 0.448 -0.819 -0.0318
H -0.292 -2.144 -3.975 0.128 0.032 0.364 0.2185
H 4.130 -1.569 -2.435 -0.099 -0.350 0.196 0.2240
H 1.663 1.103 0.203 -0.323 -0.422 -0.175 -0.0267
H 4.305 -2.996 -1.314 -0.303 0.232 -0.254 0.2285
H 5.098 -1.470 -0.977 -0.284 -0.160 -0.130 0.2130
H 3.160 -0.282 -0.425 -0.468 -0.164 -0.221 0.2287
H 1.251 -0.452 -2.710 -0.148 0.361 0.362 0.2850
H 1.013 -2.131 -0.155 -0.001 0.085 -0.377 0.2677
H -0.543 1.224 -0.307 0.596 -0.459 0.068 -0.0308
H -1.195 -0.349 -2.573 0.016 -0.276 0.258 0.2694
H 3.119 -1.793 0.463 -0.079 0.262 -0.234 0.2245
H -0.829 -1.633 1.533 -0.002 0.055 0.150 0.3817
```
Positions in Å, forces in eV/Å.

=====

This record from the OMol25 dataset describes 2 unconnected molecules or ions with the total composition C4H8O in a non-equilibrium geometry. The level of theory is wB97M-V/def2-TZVPD.

Values from the calculation:
Max |F|   4.1 eV/Å
Energy above the lowest of the compared OMol25 structures with the same formula, charge and spin   312.2 kJ/mol
E_LUMO   0.82 eV
Energy   -232.32672 hartree
Orbital gap   9.620 eV
M   72.107 u

Geometry as XYZ:
```
13
Properties=species:S:1:pos:R:3:forces:R:3:nbo_charge:R:1
O -0.785 1.398 0.880 -0.419 -0.790 -0.547 -0.6968
C 0.858 2.535 -0.682 -2.947 -2.155 1.856 -0.5383
C -0.314 -2.142 0.988 -0.478 1.761 -0.548 -0.4356
C -0.236 1.748 -0.335 1.059 0.860 -1.264 0.1579
C 0.352 -2.342 -0.171 -1.455 -0.975 0.298 -0.3787
H -0.851 1.450 -1.194 0.507 -0.823 0.248 0.1542
H 1.085 -1.628 -0.474 1.071 -0.254 -0.106 0.2006
H 0.040 -3.196 -0.888 0.427 1.834 1.162 0.2031
H -1.288 0.523 0.765 1.101 2.091 0.041 0.4961
H -0.038 -1.306 1.773 -0.490 -1.787 -1.829 0.2104
H 1.251 2.226 -1.634 -0.035 0.994 -0.483 0.2185
H 1.289 3.228 0.015 0.764 -0.226 0.128 0.2091
H -1.364 -2.494 0.956 0.895 -0.531 1.044 0.1995
```
Positions in Å, forces in eV/Å.

=====

This record from the OMol25 dataset describes a single C6H12Se molecule in a non-equilibrium geometry. The level of theory is wB97M-V/def2-TZVPD.

Values from the calculation:
Max |F|   4.1 eV/Å
Energy above the lowest of the compared OMol25 structures with the same formula, charge and spin   0.0 kJ/mol
E_LUMO   0.83 eV
Energy   -2637.20040 hartree
Orbital gap   9.419 eV
M   163.122 u

Geometry as XYZ:
```
19
Properties=species:S:1:pos:R:3:forces:R:3:nbo_charge:R:1
Se -3.244 0.030 0.045 -0.910 -0.561 0.259 -0.0167
C -0.754 1.319 0.207 1.236 -0.510 2.054 -0.4435
C -1.292 0.039 -0.365 -1.691 -0.673 -2.292 -0.3052
C -0.582 -1.186 0.173 0.109 1.069 2.547 -0.4344
C 0.757 1.346 -0.129 0.521 0.028 -0.933 -0.3913
C 0.924 -1.136 -0.043 -1.658 2.850 -2.483 -0.3921
C 1.507 0.163 0.451 0.204 0.628 0.905 -0.3933
H 1.395 0.272 1.568 0.682 -0.464 -0.838 0.1956
H 0.929 1.175 -1.227 -0.637 0.694 0.561 0.1917
H -0.891 -1.019 1.251 0.854 -0.763 -0.547 0.2000
H 1.422 -1.967 0.282 1.193 -2.252 0.914 0.2119
H -0.868 -2.186 -0.050 -1.107 -0.481 -0.781 0.2249
H -3.870 -1.286 -0.466 1.155 1.038 0.242 0.0905
H 2.539 0.325 0.072 -0.272 -0.506 0.838 0.2095
H -0.966 1.402 1.335 0.600 -0.354 -1.370 0.2058
H 1.370 2.235 0.137 -1.068 -0.113 -0.054 0.2187
H -1.379 0.214 -1.475 0.828 -0.711 0.860 0.2223
H -1.284 2.122 -0.202 -0.663 1.432 -0.847 0.2217
H 0.950 -1.088 -1.177 0.624 -0.351 0.965 0.1838
```
Positions in Å, forces in eV/Å.